Formula: C9H4CrF6N2O8S2
Source: the Open Molecules 2025 dataset
Level of theory: ωB97M-V with the def2-TZVPD basis set

```
32
Properties=species:S:1:pos:R:3:forces:R:3:nbo_charge:R:1
Cr -0.257717 0.296353 0.095799 -0.1 0.1 1.0 1.3982
S -2.777771 2.021633 -0.905959 0.1 0.1 -0.1 2.2733
S -1.748153 0.185590 -2.757531 0.1 0.2 -0.1 2.2721
F -2.130997 4.332022 -1.982997 0.0 0.0 0.0 -0.2947
F 0.291336 0.058464 -4.392148 0.0 0.0 0.0 -0.2971
F 0.636905 1.267122 -2.629284 0.0 0.0 0.0 -0.3215
F -0.584975 2.031935 -4.248214 0.0 0.0 0.0 -0.2953
F -1.892528 4.223879 0.164942 0.0 0.0 0.0 -0.2884
F -0.473462 3.223408 -1.133221 0.0 0.0 0.0 -0.3214
O 0.156090 1.351068 1.746633 -0.3 -0.1 -0.5 -0.7741
O -2.372790 -0.611687 -3.747964 -0.1 -0.1 -0.1 -0.8710
O -1.137840 -0.524477 -1.632729 0.1 -0.2 0.2 -0.9889
O 2.098126 -3.446779 -0.758157 0.1 -0.1 0.1 -0.6454
O -2.105703 1.236561 0.130972 0.1 0.1 0.0 -0.9782
O 1.295101 -1.363501 -0.981623 0.2 -0.3 -0.3 -0.6017
O -4.107481 2.431234 -0.646736 -0.1 0.0 0.1 -0.8661
O 0.318429 1.301700 3.991106 0.0 0.0 -0.1 -0.5959
N 0.834302 -1.096740 1.514689 0.2 0.1 -0.3 -0.4797
N -2.618912 1.410586 -2.340379 0.1 0.0 0.0 -1.2189
C -1.759729 3.563469 -0.971319 -0.1 -0.1 0.0 0.7285
C 1.600168 -2.312066 -0.293570 -0.1 0.1 -0.1 0.7833
C 1.441020 -1.380752 3.778277 0.0 0.0 0.0 -0.1802
C -0.260728 0.940630 -3.571935 -0.1 0.0 0.0 0.7239
C 2.090404 -3.018196 2.133077 -0.1 0.1 0.0 -0.1921
C 0.379461 0.800701 2.889393 0.0 0.0 0.2 0.7478
C 1.478377 -2.217851 1.187814 0.0 0.1 0.2 0.0675
C 0.858855 -0.639397 2.755289 0.1 -0.2 -0.1 0.1235
C 2.031799 -2.590094 3.460492 0.0 -0.1 0.0 -0.1542
H 1.438080 -0.978776 4.781335 0.0 0.0 0.0 0.2586
H 2.169949 -3.388076 -1.723590 0.0 0.1 0.0 0.5131
H 2.494886 -3.188774 4.233438 0.0 0.0 0.0 0.2316
H 2.615497 -3.919188 1.854101 0.0 0.0 -0.1 0.2437
```
Forces are in eV/Å.

## Properties
net charge = 0
HOMO energy (spin up / spin down) = -9.81 / -10.14 eV
max |F| = 1.0 eV/A
multiplicity = 5
HOMO-LUMO gap (spin up / spin down) = 0.3196 / 0.3293 hartree

---

Formula: C9H4F9NO2SSeZr
Source: the Open Molecules 2025 dataset
Level of theory: ωB97M-V with the def2-TZVPD basis set

```
28
Properties=species:S:1:pos:R:3:forces:R:3:nbo_charge:R:1
Zr 1.841441 -0.036119 -1.068294 -0.4 -0.8 -0.8 1.2391
Se 3.857239 -0.857996 -2.087978 0.1 0.0 -0.1 -0.8760
S 1.804869 2.491651 -1.143547 -0.1 0.3 -0.1 -0.1720
F -1.248575 -2.620595 -3.613899 -0.1 0.0 0.0 -0.3077
F -2.713426 -1.294575 -2.765733 0.1 -0.1 0.0 -0.3113
F -2.086891 -2.649551 0.559496 0.0 0.0 0.0 -0.3222
F 1.095067 -2.542448 -0.253495 0.1 -0.1 0.1 -0.3118
F -0.297130 -4.152423 -0.675743 -0.1 0.0 0.0 -0.3154
F 0.866333 -3.284022 -2.264882 0.0 -0.1 0.0 -0.2867
F -2.597908 -0.711226 -0.234408 0.0 0.0 0.0 -0.3153
F -0.744668 -0.978669 0.820164 0.1 0.0 0.1 -0.3140
F -2.601187 -3.347331 -2.085511 0.0 0.0 0.0 -0.3313
O 2.091691 0.539532 0.989683 -0.3 0.0 0.1 -0.6498
O -0.162654 -0.760724 -1.781212 0.6 0.1 0.4 -0.8417
N 1.424835 1.649615 1.355890 -0.1 0.0 0.3 -0.0166
C 0.196179 -3.006466 -1.157297 0.0 0.0 -0.1 0.9545
C -1.864528 -2.286213 -2.478290 0.1 0.1 0.0 0.9616
C 1.235119 2.651222 0.455745 -0.2 0.2 0.4 0.0173
C 0.934139 1.667248 2.613413 0.1 0.0 -0.1 0.0400
C -0.833282 -1.859603 -1.391553 0.1 0.1 0.0 0.0184
C -1.583932 -1.563634 -0.049179 -0.1 0.0 0.0 0.9550
C 0.492326 3.752313 0.935778 0.1 0.2 -0.1 -0.2409
C 0.201841 2.720821 3.082846 0.1 0.0 -0.2 -0.2954
C -0.017747 3.790396 2.204752 -0.1 0.1 0.1 -0.1740
H 1.172779 0.779396 3.178414 0.0 0.0 0.0 0.2325
H -0.597253 4.647894 2.523301 0.0 0.0 0.0 0.2131
H 0.326556 4.566579 0.244576 0.0 0.0 0.0 0.2282
H -0.191235 2.694917 4.086963 0.0 0.0 0.0 0.2224
```
Forces are in eV/Å.

## Properties
net charge = -1
HOMO energy (spin up / spin down) = -2.18 / -3.88 eV
max |F| = 1.2 eV/A
multiplicity = 2
ΔE to the lowest compared entry with this formula, charge and spin = 0.0 kcal/mol
HOMO-LUMO gap (spin up / spin down) = 0.1759 / 0.2381 hartree

---

Formula: C9H4N3O9S6Ti
Source: the Open Molecules 2025 dataset
Level of theory: ωB97M-V with the def2-TZVPD basis set

```
32
Properties=species:S:1:pos:R:3:forces:R:3:nbo_charge:R:1
Ti -0.873285 -1.276832 0.964470 0.0 -0.9 0.5 1.4100
S 2.245469 -1.672426 -0.164760 0.0 0.0 0.1 2.4350
S -1.713104 -4.872984 0.335378 0.2 0.1 0.0 -0.0486
S -4.674720 -3.500190 -0.303283 0.0 0.0 0.0 -0.2745
S 0.033254 0.991887 -0.309750 0.1 0.0 0.0 2.4170
S -3.801419 -4.939860 0.637296 -0.2 0.0 0.1 0.0690
S -1.290194 -3.211964 -0.696744 0.0 0.2 0.1 -0.3129
O 1.828182 -2.102605 -1.469568 0.0 0.0 0.0 -0.9495
O -1.363269 -2.523006 2.192241 0.1 0.2 0.0 -0.3758
O -0.541132 2.190328 -0.848188 0.1 0.0 0.0 -0.9527
O 1.166722 -1.646817 0.862384 -0.1 -0.1 -0.1 -0.9553
O 3.428443 -2.301224 0.374955 0.0 0.0 0.0 -0.9907
O -1.019605 -1.269765 2.787075 0.1 0.0 -0.4 -0.3906
O -0.398802 -0.265555 -0.940898 0.0 0.1 -0.1 -0.9169
O -2.699894 -0.521639 0.547801 0.0 0.2 0.0 -0.5050
O -0.143356 0.792438 1.147316 -0.2 0.0 -0.1 -0.9309
N -4.654038 3.534970 1.557017 0.0 0.0 0.0 -0.3742
N -4.857081 0.820573 -1.854419 0.0 0.0 0.0 -0.3344
N -3.046982 0.569936 1.146325 0.0 0.1 -0.1 0.0828
C 2.278884 2.405914 -0.772363 0.1 0.1 0.0 -0.1824
C 4.054658 0.321499 -0.450877 0.1 0.1 0.0 -0.2299
C -4.282499 2.550699 1.090044 -0.1 0.1 0.1 0.3081
C 1.801474 1.127958 -0.522969 -0.1 0.0 0.0 -0.3574
C 2.693263 0.064717 -0.367859 0.1 0.0 0.0 -0.2013
C -4.378990 1.025336 -0.829003 -0.1 -0.1 -0.1 0.2840
C -3.860259 1.334061 0.471629 0.0 -0.2 0.1 -0.1666
C 3.642345 2.648400 -0.862796 -0.1 0.0 0.0 -0.2285
C 4.531379 1.602496 -0.695912 0.0 -0.1 0.0 -0.2127
H 4.000840 3.651749 -1.057375 0.0 0.0 0.0 0.2001
H 1.561822 3.205772 -0.893813 0.0 0.0 0.0 0.2419
H 4.732740 -0.509566 -0.315182 0.0 0.0 0.0 0.2444
H 5.599165 1.775687 -0.758172 0.0 0.0 0.0 0.1988
```
Forces are in eV/Å.

## Properties
net charge = -2
HOMO energy (spin up / spin down) = -1.97 / -2.48 eV
max |F| = 1.0 eV/A
multiplicity = 2
ΔE to the lowest compared entry with this formula, charge and spin = 2.1 kcal/mol
HOMO-LUMO gap (spin up / spin down) = 0.2345 / 0.2385 hartree

---

Formula: C9H58NO21
Source: the Open Molecules 2025 dataset
Level of theory: ωB97M-V with the def2-TZVPD basis set

```
89
Properties=species:S:1:pos:R:3:forces:R:3:mulliken_charge:R:1
O -1.217923 0.017448 5.106623 0.2 -0.1 0.0 -0.5941
O -0.401094 3.817303 3.855336 -0.3 -0.1 0.6 -0.6890
O 2.639166 4.770670 -0.351610 0.0 0.2 -0.3 -0.5338
O -3.985993 0.691028 -0.172321 -0.2 0.3 -0.5 -0.8267
O -4.114216 0.677162 -3.293369 0.0 -0.2 0.1 -0.6498
O -2.685212 4.083010 -0.555515 -0.1 -0.3 -0.1 -0.7226
O -2.941979 -1.530436 3.528348 0.3 -0.1 0.0 -0.7865
O 2.718362 2.125249 4.723624 0.2 -0.2 0.4 -0.5910
O -3.674020 -2.702967 -1.535953 0.0 0.0 0.0 -0.5380
O 4.402505 1.667027 -4.102586 0.0 -0.1 0.0 -0.6465
O -3.637831 -3.484352 1.231435 -0.1 0.2 0.2 -0.6736
O 2.438507 -4.741464 -2.239395 0.2 -0.2 0.0 -0.5878
O 1.753526 3.277684 2.079589 -0.2 -0.2 0.1 -0.7224
O 4.328225 2.647648 0.679443 0.3 -0.2 -0.2 -0.5096
O 4.112778 -0.420913 4.887730 0.2 -0.1 -0.2 -0.6959
O -3.211136 -2.049682 -4.453692 0.3 0.0 0.3 -0.6956
O -1.184001 1.742113 0.040035 -1.4 -0.1 0.1 0.0036
O -0.973685 -4.364791 1.338840 0.4 -0.2 0.0 -0.5803
O 4.598622 -1.755993 -3.403161 0.0 0.0 -0.1 -0.6090
O -0.316452 -4.012463 -3.235192 0.0 -0.2 0.2 -0.6159
O -2.536359 2.662246 2.469723 -0.6 0.0 -0.2 -0.7591
N -0.066271 0.953346 -0.218152 0.9 1.0 0.3 0.5316
C 1.417225 -0.913148 0.325006 -0.8 0.6 0.3 -1.8851
C 0.189192 0.883171 -1.650963 0.6 -1.4 0.0 2.7004
C -0.957817 0.185564 -2.405065 -0.8 0.1 -1.3 -1.9757
C 1.475306 -1.230626 -1.145629 0.7 -1.1 0.3 0.2254
C 0.147628 0.234899 2.123112 0.0 1.1 -0.8 -1.8770
C -1.008170 -1.290676 0.586116 -1.0 1.0 0.1 -0.9332
C 0.089503 -0.191458 0.653304 0.2 -1.5 0.0 2.7152
C 0.442721 2.273622 -2.245420 -1.5 0.4 -0.5 -1.7916
C 1.495378 0.088687 -1.881027 0.1 -0.7 -0.3 -1.8249
H 1.824323 1.910543 5.007055 0.0 -0.1 -0.1 0.2722
H -0.732845 0.043745 -3.473810 0.3 0.3 0.0 0.3926
H -2.406752 -1.234613 2.777401 -0.3 -0.1 -0.1 0.4274
H 2.232829 -0.219573 0.545713 0.1 -0.1 0.2 0.2303
H 5.257179 1.347129 -3.794822 -0.1 -0.1 0.0 0.3085
H -2.328522 -2.254173 -4.786500 0.0 0.0 0.1 0.3470
H 1.175104 3.466024 2.839198 0.0 -0.1 -0.6 0.2686
H 3.818205 -1.797535 -3.968587 0.0 0.0 0.1 0.3269
H 1.262776 2.303743 -2.963830 0.2 -0.1 0.2 0.4336
H 3.954839 -0.598687 3.950329 -0.1 0.1 0.1 0.3349
H 0.450541 -4.369117 -2.762175 -0.1 0.2 -0.1 0.2628
H 4.864894 2.044394 1.204192 -0.1 0.0 0.0 0.2372
H -3.161617 1.189634 -0.360635 0.5 -0.3 0.4 0.2916
H -0.926514 -5.327064 1.365296 -0.1 0.1 0.0 0.2422
H 4.642873 2.528877 -0.225600 -0.1 0.0 0.1 0.2666
H -3.098756 -2.468514 3.353195 -0.1 0.2 -0.2 0.3308
H 1.672472 -0.183773 -2.928857 -0.4 0.6 -0.3 0.5442
H -4.615023 -2.521686 -1.642798 0.1 0.1 -0.2 0.2938
H -2.171237 3.245257 -0.493702 0.4 0.2 0.1 0.3033
H 2.319354 -1.908294 -1.344766 0.5 0.6 -0.2 0.1710
H -2.686279 -3.383092 1.073946 -0.2 -0.2 -0.1 0.2762
H 1.251039 2.646928 1.538847 0.1 0.5 0.0 0.4130
H -1.142836 -1.819218 -0.355776 0.3 -0.1 0.1 0.0088
H -1.595477 -0.635375 4.486199 -0.1 0.3 0.5 0.3680
H -4.530163 1.537764 -3.398776 0.1 0.0 0.0 0.3130
H 0.351921 -0.597780 2.794933 0.0 -0.1 0.0 0.2084
H -1.864562 0.792283 -2.428393 0.2 0.2 0.3 0.5713
H -2.398681 2.317317 1.561365 0.8 -0.1 0.3 0.2031
H 4.732730 -2.662957 -3.111180 -0.1 0.1 0.0 0.2676
H -1.292239 -0.813813 -2.115060 0.4 0.1 0.6 -0.1511
H 3.778885 0.978341 -3.841077 0.1 0.1 0.1 0.3445
H -3.462425 3.935510 -0.009023 0.0 0.0 -0.1 0.2994
H 0.525547 3.070345 -1.509743 0.3 -0.3 0.3 0.0253
H -1.950051 -0.750299 0.742751 0.0 -0.1 -0.1 -0.8773
H -1.032329 -4.019677 -2.587794 0.0 0.0 -0.1 0.3372
H -3.136560 -1.153223 -4.090132 -0.2 0.2 -0.2 0.2878
H -0.031487 3.412717 4.648436 -0.2 0.1 0.0 0.3081
H -0.940035 -1.983474 1.425512 0.3 -0.1 -0.1 0.8276
H 2.754104 -5.505206 -2.737142 -0.1 0.1 0.0 0.2571
H -1.207334 3.299232 3.644265 0.5 0.1 -0.3 0.3901
H -3.045147 3.466979 2.324935 0.1 0.0 0.1 0.2788
H 1.439871 -1.763355 1.012952 0.3 -0.2 -0.2 0.5248
H 3.359060 4.761327 -0.991664 -0.1 0.0 0.0 0.2580
H -4.047860 -3.035943 0.480629 0.3 -0.1 0.1 0.4040
H -0.775486 0.751703 2.390429 0.0 -0.2 0.2 -0.0120
H -0.458682 2.532877 -2.814985 0.1 0.2 0.0 0.3731
H -1.956021 0.268630 5.668018 -0.1 0.0 -0.1 0.2761
H 0.934180 0.991655 2.186397 0.1 -0.3 0.4 0.3461
H 1.841350 4.889629 -0.881752 0.1 -0.1 0.1 0.3138
H -0.122134 -4.081373 0.983349 -0.1 0.1 0.0 0.2734
H -3.289011 -2.513352 -2.405080 -0.2 0.0 -0.1 0.2231
H -4.007598 0.570149 -2.332967 -0.1 0.0 0.1 0.3644
H 0.684102 -1.893642 -1.512465 -0.5 0.5 0.2 -0.0670
H 2.335764 0.717322 -1.575435 0.0 -0.1 0.2 0.2934
H 5.051571 -0.207786 4.945151 -0.1 0.0 0.0 0.3268
H 3.221875 1.306337 4.873192 -0.3 0.2 0.0 0.3349
H 3.030910 -4.680770 -1.481087 -0.1 0.1 0.0 0.3076
H -3.691120 -0.051931 0.362715 0.0 0.1 0.0 0.3557
```
Forces are in eV/Å.

## Properties
net charge = -1
HOMO energy = -3.20 eV
max |F| = 1.6 eV/A
ΔE to the lowest compared entry with this formula, charge and spin = 48.5 kcal/mol
HOMO-LUMO gap = 0.1621 hartree

---

Formula: C9H5Cl2F3O
Source: the Open Molecules 2025 dataset
Level of theory: ωB97M-V with the def2-TZVPD basis set

```
20
Properties=species:S:1:pos:R:3:forces:R:3:nbo_charge:R:1
Cl -1.533186 -2.446909 0.694320 0.5 -0.3 0.3 -0.0208
Cl -1.459805 2.294633 -1.329917 -0.3 0.3 -0.4 0.0343
F -3.320758 -2.402370 -1.059684 -0.9 -0.8 -0.7 -0.2932
F -1.918935 -0.812058 -1.200438 0.0 0.0 -0.4 -0.3055
F -3.383088 -0.811865 0.371971 -0.6 0.4 0.2 -0.3069
O -2.751516 1.796719 1.730910 0.0 -0.2 0.2 -0.4101
C 2.911867 -0.261788 -0.009506 -1.2 0.5 0.1 -0.2259
C -2.602426 -1.576373 -0.364526 0.8 0.3 0.4 0.9312
C 0.997798 0.416019 1.257215 -1.4 -0.3 -0.4 -0.1693
C -0.973216 1.368586 0.067967 -1.9 1.0 -0.1 -0.3455
C 0.902784 0.429445 -1.135278 2.3 -0.3 -1.3 -0.1885
C 2.286983 0.017860 -1.174258 -3.7 0.5 1.1 -0.1882
C 2.297193 -0.099037 1.254970 -0.2 -0.1 -0.3 -0.2208
C -1.908798 1.526726 0.988575 0.5 0.2 0.0 0.7267
C 0.257719 0.685471 0.009903 3.2 -0.8 3.6 -0.0892
H 2.909357 -0.427335 2.120193 -1.0 0.5 -0.3 0.2293
H 2.812450 -0.209977 -2.047250 0.3 0.0 -1.5 0.2097
H 3.822630 -0.654530 -0.299620 2.4 -0.8 1.1 0.2143
H 0.349979 0.627953 -2.003930 -0.3 0.1 -1.4 0.2138
H 0.302963 0.538835 2.128380 1.5 -0.1 -0.2 0.2047
```
Forces are in eV/Å.

## Properties
net charge = 0
HOMO energy = -8.30 eV
SMILES string = O=C=C(Cl)c1ccccc1.FC(F)(F)Cl
max |F| = 4.9 eV/A
ΔE to the lowest compared entry with this formula, charge and spin = 25.0 kcal/mol
HOMO-LUMO gap = 0.3085 hartree

---

Formula: C9H5FNO3
Source: the Open Molecules 2025 dataset
Level of theory: ωB97M-V with the def2-TZVPD basis set

```
19
Properties=species:S:1:pos:R:3:forces:R:3:nbo_charge:R:1
F -2.934072 0.674313 -1.553179 1.0 0.3 0.7 -0.3619
O 0.581740 -3.927551 -0.184900 0.9 -1.9 -1.8 -0.5399
O -0.287537 -2.605231 1.449226 -1.1 1.2 2.0 -0.5009
O -2.760909 3.055072 0.381112 0.3 0.6 0.3 -0.7317
N -0.623505 2.125390 0.820364 -1.6 1.7 0.6 -0.5935
C 2.019443 -0.237802 0.113048 -0.5 -2.5 -1.1 -0.3061
C 0.092901 1.066780 0.387702 1.9 0.0 1.3 0.1473
C 0.140013 -3.267971 0.632293 0.1 0.6 -0.1 1.0367
C -1.875176 1.036739 -0.710169 -1.3 2.0 0.8 0.1146
C -1.876420 2.220070 0.170492 -0.7 -2.4 -1.4 0.5299
C -0.056859 -0.650814 -1.244513 1.1 -2.3 1.2 -0.2818
C -0.678740 0.382833 -0.582060 0.4 0.3 -0.5 -0.1422
C 1.383466 0.717390 0.833977 -2.0 1.2 -0.9 -0.2638
C 1.223230 -1.026968 -0.776906 1.1 1.3 -1.0 -0.2751
H 1.778459 -1.824161 -1.243060 -0.2 -0.3 -0.3 0.1906
H -0.667816 -1.340806 -1.824554 0.4 0.2 -0.4 0.1999
H -0.354853 2.873540 1.455165 0.1 -0.6 -0.3 0.3946
H 1.825401 1.215423 1.663237 0.4 0.6 0.4 0.1928
H 3.071229 -0.486241 0.212734 -0.1 -0.1 0.4 0.1904
```
Forces are in eV/Å.

## Properties
net charge = -1
HOMO energy = -2.38 eV
max |F| = 2.9 eV/A
HOMO-LUMO gap = 0.2011 hartree